Entry 1:
Below is a molecular structure, C19H47ClN4O7Si2V in a non-equilibrium geometry, with properties calculated with ωB97M-V with the def2-TZVPD basis set.

Geometry (Å):
V 0.177 -0.451 0.350
C -0.260 2.730 -2.944
N 0.468 1.513 -3.228
C 0.941 1.313 -4.575
C 0.624 0.579 -2.245
O 0.050 0.671 -1.156
C 1.533 -0.608 -2.541
O 2.031 -1.172 -1.345
C 3.342 -0.787 -0.991
C 3.372 0.508 -0.174
O 2.364 1.171 -0.001
N 4.574 0.880 0.311
C 4.673 2.042 1.169
C 5.795 0.171 0.018
H 0.334 3.601 -3.232
H -0.456 2.766 -1.873
H -1.206 2.752 -3.490
H 1.984 1.627 -4.694
H 0.326 1.903 -5.252
H 0.857 0.267 -4.869
H 2.362 -0.310 -3.195
H 0.943 -1.401 -3.025
H 3.970 -0.679 -1.892
H 3.722 -1.601 -0.367
H 3.666 2.376 1.407
H 5.220 2.844 0.663
H 5.186 1.778 2.094
H 5.777 -0.845 0.417
H 6.621 0.711 0.475
H 5.968 0.125 -1.060
O 1.557 0.330 2.483
Cl 1.573 -1.094 2.498
O 2.505 -1.576 1.544
O 1.928 -1.547 3.791
O 0.262 -1.566 2.184
C -1.814 -4.732 -1.343
Si -1.107 -3.488 -0.054
C 0.738 -4.000 0.023
C -2.030 -3.818 1.584
C -1.312 -1.685 -0.605
Si -3.085 -1.054 -0.815
C -3.949 -0.271 0.724
C -3.115 0.287 -2.195
C -4.358 -2.369 -1.404
H -1.467 -5.744 -1.151
H -1.510 -4.472 -2.351
H -2.896 -4.752 -1.327
H 0.906 -4.802 0.736
H 1.354 -3.161 0.327
H 1.097 -4.340 -0.945
H -1.947 -4.856 1.889
H -3.086 -3.584 1.484
H -1.613 -3.194 2.367
H -0.895 -1.651 -1.617
H -3.782 0.801 0.793
H -3.636 -0.740 1.651
H -5.024 -0.403 0.646
H -2.405 1.072 -1.962
H -4.093 0.740 -2.327
H -2.831 -0.145 -3.151
H -4.467 -3.153 -0.663
H -4.041 -2.835 -2.330
H -5.341 -1.937 -1.573
C 0.124 2.733 3.674
C -0.893 2.965 2.549
C -0.785 4.410 2.056
C -2.316 2.723 3.060
N -0.633 2.126 1.369
N -0.988 0.756 1.502
H 0.030 3.511 4.430
H 1.137 2.748 3.277
H -0.015 1.766 4.152
H -0.976 5.104 2.870
H -1.512 4.583 1.268
H 0.205 4.607 1.655
H -2.537 3.420 3.865
H -2.443 1.715 3.450
H -3.031 2.880 2.257
H 0.368 2.155 1.169
H -1.978 0.664 1.280
H -0.832 0.401 2.452

## Properties
charge = 0
largest force on an atom = 0.07257 Eh/bohr
spin multiplicity = 2
Kohn-Sham gap (alpha / beta) = 0.221 / 0.197 Ha
E_tot = -3480.77423 Eh
LUMO (alpha / beta) = 0.128 / 0.129 eV
<S²> = 0.774

Entry 2:
Below is a molecular structure, C2H3CsFOP in a non-equilibrium geometry, with properties calculated with ωB97M-V with the def2-TZVPD basis set.

Geometry (Å):
P -0.307 -1.351 -0.260
F 1.338 -0.990 0.233
Cs 4.589 -4.885 0.329
O -0.131 1.436 -0.858
C -1.423 1.324 -0.275
C -0.278 0.563 0.238
H -2.179 0.836 -0.898
H -1.760 2.193 0.295
H 0.151 0.875 1.197

## Properties
charge = +1
largest force on an atom = 0.09872 Eh/bohr
spin multiplicity = 2
Kohn-Sham gap (alpha / beta) = 0.264 / 0.294 Ha
E_tot = -614.29190 Eh
LUMO (alpha / beta) = -4.073 / -4.073 eV
<S²> = 0.753

Entry 3:
Below is a single C4H7NO molecule in a non-equilibrium geometry, with properties calculated with ωB97M-V with the def2-TZVPD basis set.

Geometry (Å):
C 1.423 0.466 -0.461
C -0.333 -1.182 -1.665
C -0.128 0.601 -0.235
C -0.440 -0.091 1.091
N 2.286 1.318 -0.401
O -0.694 0.053 -1.366
H -0.603 -1.508 -2.652
H 0.232 -1.785 -0.981
H -0.466 1.650 -0.198
H -1.510 -0.286 1.158
H -0.151 0.561 1.910
H 0.099 -1.029 1.189
H 2.234 2.315 -0.204

## Properties
charge = 0
largest force on an atom = 0.02326 Eh/bohr
spin multiplicity = 1
Kohn-Sham gap (alpha / beta) = 0.265 / 0.320 Ha
E_tot = -286.44123 Eh
LUMO (alpha / beta) = -0.040 / 0.935 eV

Entry 4:
Below is a single C2H5OP molecule in a non-equilibrium geometry, with properties calculated with ωB97M-V with the def2-TZVPD basis set.

Geometry (Å):
C -0.443 0.109 -0.334
C -0.739 -0.019 1.037
O 0.035 0.432 2.044
P 0.706 0.797 -1.989
H 1.056 -0.682 -2.284
H -0.971 -0.567 -0.998
H -1.548 -0.704 1.048
H 0.045 -0.188 2.760
H 1.859 0.822 -1.284

## Properties
charge = 0
largest force on an atom = 0.11996 Eh/bohr
spin multiplicity = 1
Kohn-Sham gap = 0.344 Ha
E_tot = -495.67028 Eh
LUMO = 0.675 eV

Entry 5:
Below is a molecular structure, C36H45BCoN10O7S4, with properties calculated with ωB97M-V with the def2-TZVPD basis set.

Geometry (Å):
Co 0.622 -0.925 -1.147
C 0.978 -3.506 -3.556
C 1.302 -3.815 -2.138
C 1.691 -5.053 -1.592
C 1.808 -4.838 -0.236
C 2.188 -5.791 0.849
N 1.501 -3.549 -0.004
N 1.205 -2.921 -1.166
B 1.410 -2.768 1.302
N -0.022 -2.206 1.438
N -0.518 -1.316 0.536
C -1.763 -1.035 0.910
C -2.666 -0.121 0.162
C -2.076 -1.750 2.077
C -0.946 -2.482 2.372
C -0.706 -3.431 3.499
N 2.397 -1.598 1.296
N 2.208 -0.573 0.427
C 3.250 0.242 0.553
C 3.390 1.496 -0.227
C 4.138 -0.274 1.515
C 3.560 -1.448 1.954
C 4.066 -2.437 2.950
H 1.115 -4.403 -4.165
H -0.060 -3.183 -3.630
H 1.613 -2.711 -3.949
H 1.865 -5.973 -2.125
H 2.354 -6.779 0.418
H 3.104 -5.484 1.357
H 1.408 -5.876 1.609
H 1.648 -3.489 2.233
H -2.148 0.362 -0.656
H -3.509 -0.679 -0.253
H -3.056 0.654 0.825
H -3.007 -1.740 2.619
H -1.600 -3.484 4.121
H -0.480 -4.435 3.137
H 0.131 -3.117 4.124
H 2.414 1.893 -0.498
H 3.944 2.237 0.359
H 3.910 1.307 -1.171
H 5.084 0.142 1.820
H 5.003 -2.073 3.373
H 3.356 -2.597 3.764
H 4.256 -3.407 2.489
O -4.273 0.152 -4.211
C -4.408 -1.130 -3.850
C -5.589 -1.784 -4.213
C -5.803 -3.103 -3.855
C -4.844 -3.800 -3.131
C -3.669 -3.157 -2.780
C -3.424 -1.832 -3.124
C -2.115 -1.232 -2.683
O -1.316 -1.939 -2.037
N -1.949 0.046 -3.005
N -0.749 0.552 -2.526
C -0.396 1.628 -3.103
S 1.141 2.437 -2.835
C 0.435 4.052 -3.269
C -0.364 3.856 -4.544
S -1.457 2.436 -4.283
H -3.370 0.440 -3.855
H -6.325 -1.225 -4.777
H -6.728 -3.590 -4.147
H -5.009 -4.833 -2.850
H -2.890 -3.663 -2.224
H 1.272 4.736 -3.424
H -0.200 4.437 -2.465
H 0.305 3.659 -5.382
H -0.992 4.719 -4.775
C 0.057 0.932 4.961
C 1.229 1.883 4.758
C 2.005 1.567 3.481
N 1.173 1.589 2.297
C 0.607 2.653 1.698
S -0.464 2.454 0.471
N 1.083 3.878 2.194
C 0.672 5.162 1.886
O 1.477 6.072 1.928
C -0.774 5.424 1.628
C -1.774 4.785 2.352
C -3.101 5.102 2.119
C -3.431 6.040 1.150
C -2.432 6.682 0.432
C -1.101 6.387 0.683
H -0.496 1.170 5.871
H 0.401 -0.102 5.035
H -0.637 0.981 4.121
H 1.925 1.815 5.599
H 0.872 2.916 4.728
H 2.416 0.559 3.529
H 2.874 2.228 3.371
H 1.034 0.722 1.789
H 2.044 3.873 2.514
H -1.515 4.027 3.079
H -3.880 4.594 2.673
H -4.471 6.261 0.945
H -2.689 7.407 -0.330
H -0.307 6.879 0.138
O 2.780 -1.071 -4.428
S 3.160 -0.602 -3.094
O 3.981 0.614 -3.163
O 1.857 -0.156 -2.359
O 3.781 -1.654 -2.287

## Properties
charge = -2
largest force on an atom = 0.00934 Eh/bohr
spin multiplicity = 2
Kohn-Sham gap (alpha / beta) = 0.220 / 0.220 Ha
E_tot = -5473.72920 Eh
LUMO (alpha / beta) = 3.828 / 3.828 eV
<S²> = 0.758

Entry 6:
Below is a single C5H9NO molecule in a non-equilibrium geometry, with properties calculated with ωB97M-V with the def2-TZVPD basis set.

Geometry (Å):
C -2.143 -0.221 -0.130
C -0.628 -0.461 -0.126
C 0.181 0.849 -0.124
C 1.675 0.627 0.050
O 2.112 -0.207 -1.008
C -0.259 -1.286 1.037
N 0.042 -1.909 1.965
H -2.426 0.396 -0.989
H -2.456 0.296 0.784
H -2.689 -1.167 -0.189
H -0.341 -1.030 -1.017
H 0.002 1.357 -1.079
H -0.178 1.509 0.675
H 1.861 0.157 1.027
H 2.194 1.597 0.037
H 2.994 -0.531 -0.792

## Properties
charge = 0
largest force on an atom = 0.02121 Eh/bohr
spin multiplicity = 1
Kohn-Sham gap = 0.425 Ha
E_tot = -325.90054 Eh
LUMO = 0.859 eV

Entry 7:
Below is a molecular structure, C3H3NO2 in a non-equilibrium geometry, with properties calculated with ωB97M-V with the def2-TZVPD basis set.

Geometry (Å):
C -0.278 1.377 -0.024
C 0.416 0.311 -0.057
C -1.550 0.611 0.074
N -0.844 -0.645 0.389
O -2.702 0.755 -0.120
O -0.992 -1.851 -0.236
H -0.345 2.416 -0.036
H 1.237 -0.036 -0.534
H -0.856 -2.603 0.357

## Properties
charge = 0
largest force on an atom = 0.08211 Eh/bohr
spin multiplicity = 1
Kohn-Sham gap = 0.364 Ha
E_tot = -321.19225 Eh
LUMO = 0.523 eV

Entry 8:
Below is 5 unconnected molecules or ions with the total composition C3H16O5 in a non-equilibrium geometry, with properties calculated with ωB97M-V with the def2-TZVPD basis set.

Geometry (Å):
C -1.687 1.016 1.077
O -1.934 0.971 -0.367
C -0.534 0.123 1.450
C -0.218 0.164 2.938
H -1.383 2.050 1.263
H -2.652 0.760 1.456
H -1.097 1.071 -0.838
H -0.859 -0.916 1.334
H 0.338 0.353 0.819
H -1.163 -0.020 3.465
H 0.425 -0.685 3.147
H 0.268 1.052 3.353
H -1.355 -1.172 -1.746
H -1.067 -2.529 -2.557
O -0.947 -1.577 -2.520
H 2.375 -3.635 -2.558
H 1.546 -2.712 -1.546
O 2.057 -3.511 -1.663
H 1.471 0.697 -1.563
H 0.461 -0.491 -1.984
O 1.277 -0.238 -1.529
H 0.956 3.614 -0.368
H 2.213 2.657 -0.244
O 1.506 2.958 -0.818

## Properties
charge = 0
largest force on an atom = 0.05365 Eh/bohr
spin multiplicity = 1
Kohn-Sham gap = 0.397 Ha
E_tot = -500.07210 Eh
LUMO = 0.374 eV

Taking the records one at a time from the top gives relative energy (zero: lowest compared OMol25 entry of this formula, charge and spin) values of 1.124, 0.000, 5.181, 3.000, 0.400, 1.007, 5.045, 0.855 eV.